78
Properties=species:S:1:pos:R:3:lowdin_charge:R:1 method="wB97M-V/def2-TZVPD" homo_lumo_gap_ev=9.69 energy_ev=-208628.743 max_force_ev_per_a=1.151 smiles="COCCCCCCCCCC[C@@]1(CC(=O)O)[C@](F)([C@H](Br)[C@@H](C)Br)[C@@](F)(B(N)O)S(=O)(=O)O[C@]1(N)C(F)(F)C(F)F" e_lumo_ev=0.0343 total_charge=0
C 0.1382 -7.7206 -0.1050 -0.13
O -0.0904 -6.7091 -1.0523 -0.19
C -1.2940 -5.9977 -0.8194 -0.24
C -1.6851 -5.2174 -2.0736 -0.15
C -1.6103 -3.6822 -1.9363 -0.19
C -1.0375 -2.9556 -3.1670 -0.20
C -2.0800 -2.3245 -4.1013 -0.21
C -2.9534 -1.2528 -3.4499 -0.21
C -2.1936 0.0516 -3.1551 -0.19
C -1.9184 0.2742 -1.6610 -0.20
C -0.7349 1.2217 -1.4392 -0.18
C -0.7663 2.0103 -0.1167 -0.12
C 0.1240 1.6139 1.0913 -0.18
C 0.7620 0.1871 1.0605 -0.01
C 0.1466 -1.0233 0.3846 -0.48
O 0.4241 -1.3472 -0.7170 0.14
O -0.6920 -1.7825 1.1591 0.07
C 1.3825 2.6005 1.1010 -0.33
F 0.8856 3.8916 1.2367 -0.03
C 2.1511 2.6080 -0.2786 -0.55
Br 3.7937 1.5287 -0.2491 0.92
C 2.5175 4.0246 -0.7763 -0.72
C 3.6139 4.0785 -1.8361 -0.21
Br 0.9314 4.8566 -1.5710 0.80
C 2.3099 2.5012 2.3645 -0.31
F 2.8585 1.2469 2.5199 -0.02
B 3.4890 3.6335 2.5176 -0.59
N 3.2091 5.0558 2.4815 0.18
O 4.7378 3.0986 2.6249 0.16
S 1.3159 2.6861 3.8851 0.69
O 0.9149 4.0474 4.0383 -0.22
O 2.0291 2.0191 4.9178 -0.20
O 0.0649 1.7731 3.5933 -0.15
C -0.7549 1.8983 2.3946 -0.33
N -1.4095 3.1524 2.4396 0.15
C -1.8495 0.7839 2.6772 -0.36
F -2.9029 1.3636 3.2814 0.13
F -2.3120 0.2709 1.5177 0.13
C -1.4178 -0.3661 3.6343 -0.31
F -2.2201 -1.4280 3.4133 0.10
F -1.6093 0.0320 4.9027 0.11
H 0.1864 -7.3183 0.9169 0.09
H 1.0948 -8.1849 -0.3433 0.09
H -0.6520 -8.4832 -0.1403 0.09
H -2.0788 -6.7090 -0.5268 0.12
H -1.1417 -5.3089 0.0263 0.12
H -1.0501 -5.5597 -2.8943 0.11
H -2.7164 -5.4898 -2.3169 0.11
H -2.6185 -3.3117 -1.7293 0.10
H -1.0084 -3.4243 -1.0596 0.08
H -0.3297 -2.1849 -2.8422 0.09
H -0.4608 -3.6797 -3.7525 0.11
H -1.5455 -1.8572 -4.9380 0.11
H -2.6982 -3.1146 -4.5440 0.11
H -3.7829 -1.0385 -4.1320 0.10
H -3.4101 -1.6274 -2.5288 0.10
H -1.2232 0.0194 -3.6680 0.11
H -2.7427 0.9090 -3.5547 0.11
H -1.7428 -0.7056 -1.2066 0.09
H -2.8014 0.7258 -1.1951 0.12
H -0.7923 1.9726 -2.2388 0.11
H 0.2064 0.6911 -1.6053 0.10
H -1.8125 2.0185 0.1857 0.10
H -0.5494 3.0547 -0.3352 0.05
H 1.7273 0.2533 0.5644 0.07
H 1.0050 -0.0882 2.0887 0.12
H -0.1937 -2.4891 1.5938 0.14
H 1.5636 2.1121 -1.0472 0.07
H 2.7931 4.6524 0.0692 0.07
H 4.5989 4.0170 -1.3735 0.06
H 3.5529 5.0389 -2.3506 0.06
H 3.4908 3.2986 -2.5885 0.07
H 4.0169 5.5516 2.1118 0.09
H 2.9837 5.4766 3.3775 0.09
H 5.2898 3.5099 3.3001 0.13
H -2.2171 3.2792 1.8581 0.11
H -0.8289 3.9622 2.5671 0.09
H -0.3804 -0.6707 3.5197 0.15

81
Properties=species:S:1:pos:R:3:lowdin_spin:R:1 method="wB97M-V/def2-TZVPD" homo_lumo_gap_ev="2.79 / 2.83" energy_ev=-108948.531 max_force_ev_per_a=4.947 multiplicity=2 e_lumo_ev="-5.5877 / -5.5877" total_charge=+1
C -0.1381 -0.8196 -3.7103 0.01
C 0.2086 0.3685 -4.6512 0.02
C 1.1245 -0.2628 -5.7569 0.00
C -1.1616 0.8370 -5.3443 0.14
C -1.7753 2.1532 -4.7591 0.02
F -2.8080 2.5876 -5.5770 0.00
N -2.3574 2.0195 -3.3836 0.00
C -3.6001 2.1765 -3.4853 0.00
S -5.1037 2.4762 -3.4088 0.00
C -0.6773 3.2276 -4.8276 0.00
C 0.7759 2.7236 -4.4492 0.00
C 1.6841 2.9046 -5.6776 0.00
C 1.3043 3.7198 -3.3714 0.00
N 0.8542 1.3916 -3.8422 0.02
O 0.4248 1.3951 -2.5077 0.01
H -1.0612 -0.5312 -3.2230 0.00
H -0.3666 -1.7112 -4.3133 0.00
H 0.6706 -1.0707 -3.0234 0.00
H 0.8367 0.1092 -6.7417 0.00
H 2.1364 0.1109 -5.5622 0.00
H 1.1462 -1.3514 -5.6994 0.00
H -1.8967 0.0325 -5.1887 0.01
H -1.0594 0.9962 -6.5010 0.03
H -0.9546 4.0565 -4.1723 0.00
H -0.6387 3.5170 -5.8833 0.00
H 1.2895 2.4129 -6.5765 0.00
H 2.7122 2.5866 -5.4789 0.00
H 1.7133 3.9743 -5.9156 0.00
H 1.4252 4.6788 -3.8921 0.00
H 0.5608 3.8870 -2.5884 0.00
H 2.2459 3.3822 -2.9326 0.00
Li 0.8145 0.5966 -0.8675 0.00
C -5.0311 -0.2170 2.5499 0.00
C -4.2724 -0.2463 1.3865 0.00
C -2.8940 -0.3031 1.4671 0.00
C -2.2843 -0.3337 2.7096 0.00
C -3.0332 -0.2985 3.8769 0.00
C -4.4129 -0.2392 3.7913 0.00
N -0.8305 -0.4166 2.7859 0.00
O -0.1896 -0.4227 1.7391 0.00
O -0.3234 -0.4808 3.8905 0.00
H -6.1150 -0.1826 2.4934 0.00
H -4.7646 -0.2310 0.4208 0.00
H -2.2946 -0.3298 0.5735 0.00
H -2.5582 -0.3190 4.8462 0.00
H -5.0135 -0.2165 4.6897 0.00
C 6.0002 -0.9981 0.6582 0.00
S 4.3929 -0.3491 1.1275 0.00
O 3.9569 0.5851 0.0457 0.00
C 4.9874 0.6602 2.4926 0.00
H 5.8695 -1.6335 -0.2153 0.00
H 6.6729 -0.1757 0.4146 0.00
H 6.4053 -1.5894 1.4799 0.00
H 5.7256 1.3750 2.1292 0.00
H 5.4276 0.0156 3.2533 0.00
H 4.1390 1.1956 2.9157 0.00
Cl -2.2072 -0.0341 -7.2291 0.69
C 4.1548 -3.1893 5.5508 0.00
C 4.7717 -2.9512 4.1836 0.00
O 5.2659 -4.1630 3.6349 0.00
H 4.8904 -3.6200 6.2306 0.00
H 3.7813 -2.2548 5.9800 0.00
H 3.3267 -3.8985 5.4820 0.00
H 5.6112 -2.2589 4.2599 0.00
H 4.0334 -2.5252 3.4930 0.00
H 4.5269 -4.7759 3.5550 0.00
C 0.4869 -0.6599 7.3276 0.00
C -0.5557 0.1601 7.9564 0.00
N -1.3514 0.8147 8.4448 0.00
H 0.4697 -1.6691 7.7383 0.00
H 0.3325 -0.7150 6.2485 0.00
H 1.4622 -0.2177 7.5148 0.00
O -4.3861 -2.6618 -6.0878 0.00
H -4.0064 -1.7771 -6.1393 0.00
Ca -2.4865 -0.4579 -2.5657 0.03
B -7.7111 -2.2364 3.6564 0.00
F -8.8123 -2.6745 4.3893 0.00
F -7.8372 -0.8415 3.3823 0.00
F -6.5163 -2.4433 4.4007 0.00
F -7.6238 -2.9361 2.4387 0.00
Li 1.9704 0.6584 8.6300 0.00

73
Properties=species:S:1:pos:R:3:nbo_charge:R:1 method="wB97M-V/def2-TZVPD" homo_lumo_gap_ev=9.06 energy_ev=-92064.438 max_force_ev_per_a=0.108 e_lumo_ev=-1.9647 total_charge=+1
Zn 0.0802 -0.0452 -0.0894 1.71
C 2.3272 0.1138 2.9182 -0.65
C 0.8439 0.0287 3.0612 0.19
C 0.0869 0.0222 4.2358 -0.35
C -1.2320 -0.0584 3.8266 0.22
C -2.4724 -0.0864 4.6530 -0.65
N -1.2406 -0.1001 2.4824 -0.33
N 0.0341 -0.0434 2.0099 -0.47
B -2.4413 -0.0566 1.5100 0.52
N -2.3989 -1.2912 0.5765 -0.33
N -1.3250 -1.5059 -0.2263 -0.50
C -1.5536 -2.6124 -0.9262 0.20
C -0.5440 -3.1399 -1.8893 -0.65
C -2.8077 -3.1227 -0.5823 -0.35
C -3.3108 -2.2580 0.3748 0.22
C -4.6153 -2.3113 1.0935 -0.65
N -2.3464 1.2408 0.6681 -0.34
N -1.2312 1.5269 -0.0589 -0.47
C -1.4161 2.7113 -0.6299 0.20
C -0.3688 3.3439 -1.4811 -0.65
C -2.6774 3.2027 -0.2819 -0.35
C -3.2346 2.2432 0.5426 0.22
C -4.5626 2.2471 1.2201 -0.64
H 2.7590 0.6044 3.7884 0.24
H 2.6024 0.6830 2.0310 0.23
H 2.7806 -0.8770 2.8426 0.21
H 0.4481 0.0786 5.2479 0.23
H -2.2072 -0.0786 5.7078 0.23
H -3.0637 -0.9800 4.4545 0.23
H -3.1023 0.7802 4.4526 0.23
H -3.4615 -0.0620 2.1233 -0.02
H 0.3022 -2.4576 -1.9642 0.22
H -0.9797 -3.2584 -2.8813 0.23
H -0.1778 -4.1179 -1.5729 0.23
H -3.2863 -4.0052 -0.9697 0.23
H -5.1558 -3.2087 0.8016 0.23
H -5.2342 -1.4465 0.8533 0.23
H -4.4755 -2.3293 2.1738 0.23
H 0.5610 2.7796 -1.4390 0.22
H -0.1651 4.3613 -1.1477 0.24
H -0.6981 3.3993 -2.5201 0.22
H -3.1203 4.1388 -0.5742 0.23
H -5.1075 3.1478 0.9467 0.23
H -4.4547 2.2278 2.3046 0.23
H -5.1607 1.3834 0.9303 0.23
O 2.1782 1.1487 -2.8182 -0.66
C 1.0400 0.5660 -3.1220 0.82
O 0.2446 0.1739 -2.2912 -0.69
C 0.7809 0.4188 -4.6208 -0.18
N 1.9175 0.9952 -5.3587 -0.66
C 1.4280 2.1155 -6.1957 -0.22
C 0.1490 2.5511 -5.4947 -0.42
C -0.4567 1.2210 -5.0493 -0.40
H 0.6589 -0.6502 -4.8068 0.24
H 2.4078 0.3013 -5.9055 0.39
H 2.5689 1.3551 -3.7194 0.52
H 1.2107 1.7773 -7.2123 0.19
H 2.1775 2.9032 -6.2492 0.21
H -0.5088 3.1233 -6.1451 0.24
H 0.3903 3.1736 -4.6299 0.21
H -0.9333 0.7233 -5.8945 0.22
H -1.1886 1.3027 -4.2478 0.24
C 1.5745 -3.0303 1.2359 -0.42
N 2.8276 -2.5385 0.6871 -0.60
C 2.9550 -1.3779 0.0207 0.82
N 4.1994 -1.0133 -0.3628 -0.81
O 1.9983 -0.6405 -0.2718 -0.81
H 1.5472 -4.1142 1.1450 0.22
H 0.7417 -2.6151 0.6763 0.23
H 1.4567 -2.7526 2.2842 0.21
H 3.6661 -3.0486 0.9072 0.40
H 5.0239 -1.5312 -0.1216 0.40
H 4.2891 -0.1404 -0.8515 0.42